DFT (ωB97M-V/def2-TZVPD) results for a molecular structure, CH2N4 at a distorted geometry.

Cartesian coordinates (Å):
C (0.22, -0.11, 0.03)
N (1.26, -2.14, -1.44)
N (1.45, -2.19, -0.15)
N (1.09, -0.87, -1.59)
N (1.30, -0.81, -0.14)
H (0.20, 0.86, -0.45)
H (-0.59, -0.42, 0.69)

Properties
- ΔE to the lowest compared entry with this formula, charge and spin (eV) = 4.729
- charge = 0
- 2S+1 = 3
- gap between HOMO and LUMO (alpha / beta) (eV) = 8.37 / 8.51

From a natural (NBO) analysis of the wavefunction, the atomic charges in e read: -0.274, -0.136, 0.101, 0.105, -0.206, 0.212, 0.197